Record 1
8 unconnected molecules or ions with the total composition C43H72NO19P, computed with the ωB97M-V functional and the def2-TZVPD basis.

Positions of all 136 atoms, in Å:
C 2.22847 5.55050 1.77098
C 1.40281 4.41116 1.24182
O 1.91145 3.41948 0.77536
O 0.05644 4.55911 1.31612
C -0.53605 3.79788 2.39090
C -2.03620 3.77274 2.19052
C -2.39476 3.10959 0.84983
C -2.67284 1.60120 0.98106
C -2.19965 0.79100 -0.24310
C -3.21501 -0.27292 -0.71242
C -2.98568 -1.61310 -0.08883
O -3.56440 -2.00431 0.88912
O -2.03950 -2.38763 -0.70674
C -2.56070 -3.61028 -1.27618
C -2.05443 -4.83145 -0.48507
C -0.79580 -5.52748 -1.01000
C -0.11142 -6.37277 0.06850
C 0.99043 -7.27244 -0.55649
C 2.40449 -6.85081 -0.18464
N 2.85331 -5.71028 -1.02017
P -2.08232 -3.60606 -3.03636
O -2.37358 -4.86984 -3.75509
H 3.19335 5.13505 2.05263
H 2.37133 6.31489 1.00679
H 1.76108 5.98760 2.65229
H -0.13276 2.77928 2.37153
H -0.28688 4.26400 3.34512
H -2.37159 4.80967 2.16446
H -2.51177 3.29278 3.04622
H -3.26710 3.60307 0.41924
H -1.54413 3.24120 0.18033
H -3.74714 1.46444 1.11132
H -2.19744 1.21522 1.88546
H -1.22361 0.35348 -0.03302
H -2.08107 1.49205 -1.07098
H -4.23231 0.03563 -0.47660
H -3.13158 -0.37391 -1.79661
H -3.65287 -3.62872 -1.24393
H -1.90837 -4.48355 0.53871
H -2.85753 -5.57093 -0.46974
H -1.09092 -6.20401 -1.81246
H -0.05734 -4.82080 -1.39880
H -0.83090 -6.97517 0.62342
H 0.40096 -5.71498 0.77928
H 0.83852 -8.29642 -0.20850
H 0.87205 -7.25567 -1.64147
H 2.40037 -6.55811 0.87041
H 3.08015 -7.68362 -0.34644
H 3.83582 -5.55353 -0.81858
H 2.39577 -4.86405 -0.69344
H -0.71211 -3.28975 -3.02683
H -2.71679 -2.48708 -3.61204
O 3.59868 -9.03720 1.51784
C 4.75843 -9.32622 1.53933
C 5.77746 -9.02134 2.62183
C 7.10635 -9.26954 1.90921
C 6.71494 -10.32229 0.87883
O 5.34652 -10.03202 0.54538
H 5.61595 -9.71393 3.44915
H 5.66304 -8.00017 2.97347
H 7.91334 -9.59162 2.56355
H 7.42682 -8.35861 1.40230
H 6.76215 -11.33587 1.28241
H 7.31084 -10.27779 -0.02898
O 3.80383 8.54665 -2.26785
C 2.92792 7.73883 -2.40375
C 2.94973 6.52172 -3.30991
C 1.47591 6.12245 -3.36626
C 0.97932 6.60804 -2.01607
O 1.77252 7.77292 -1.70622
H 3.55969 5.75417 -2.83937
H 3.35145 6.77567 -4.28746
H 1.30841 5.06387 -3.52300
H 0.97751 6.66915 -4.17030
H 1.14741 5.86041 -1.23920
H -0.07105 6.88763 -2.02086
O 2.91535 3.55306 -3.04232
C 3.64791 2.62269 -2.86463
C 4.74162 2.49488 -1.82399
C 5.55116 1.30467 -2.33763
C 4.48721 0.50483 -3.08081
O 3.56326 1.48543 -3.58621
H 4.27002 2.29508 -0.85997
H 5.31879 3.41345 -1.76342
H 6.04931 0.73153 -1.55884
H 6.31087 1.65105 -3.03959
H 3.94028 -0.17160 -2.42107
H 4.88244 -0.06410 -3.91835
O -5.39003 2.72795 3.66534
C -6.34553 2.08588 3.33684
C -6.40500 0.93924 2.34504
C -7.90231 0.81523 2.06733
C -8.50324 1.31367 3.37588
O -7.57132 2.29365 3.86909
H -5.99675 0.04808 2.82423
H -5.82313 1.17284 1.45903
H -8.22702 -0.18851 1.80291
H -8.18242 1.48563 1.25373
H -8.59220 0.52040 4.12069
H -9.47282 1.78864 3.25073
O -1.81322 5.84599 4.27119
C -2.80250 6.12519 4.88522
C -4.13815 5.41187 4.83691
C -5.07687 6.42350 5.49131
C -4.13138 7.16223 6.43205
O -2.85063 7.14245 5.77491
H -4.05937 4.48893 5.41158
H -4.41103 5.17508 3.81425
H -5.92832 5.97802 6.00093
H -5.45904 7.11226 4.73657
H -4.02877 6.65882 7.39575
H -4.41626 8.19700 6.60501
O 1.03167 9.34405 -8.32430
C 1.69677 9.76320 -7.42508
C 3.20237 9.97821 -7.39803
C 3.48371 10.12901 -5.90523
C 2.17648 10.70330 -5.38768
O 1.15906 10.14779 -6.24037
H 3.43193 10.88670 -7.95681
H 3.71330 9.13337 -7.85029
H 4.34433 10.75258 -5.67389
H 3.65365 9.14658 -5.46264
H 2.13779 11.79188 -5.46769
H 1.98004 10.42193 -4.35582
O -2.95160 -9.91430 0.84124
C -1.90688 -10.42051 1.12250
C -1.49632 -11.87242 0.95170
C -0.25258 -11.97569 1.83368
C 0.29075 -10.55237 1.77534
O -0.87151 -9.71519 1.63615
H -1.26991 -12.04194 -0.10193
H -2.30086 -12.53207 1.26318
H 0.46952 -12.72070 1.50617
H -0.54728 -12.21793 2.85579
H 0.94026 -10.38765 0.91360
H 0.82517 -10.25878 2.67491

Output
SMILES string: CC(=O)OCCCCCCC(=O)O[C@H](CCCCCN)[PH2]=O.O=C1CCCO1.O=C1CCCO1.O=C1CCCO1.O=C1CCCO1.O=C1CCCO1.O=C1CCCO1.O=C1CCCO1

=====

Record 2
5 unconnected molecules or ions with the total composition C43H73BClF22N3O5P, computed with the ωB97M-V functional and the def2-TZVPD basis.

Positions of all 149 atoms, in Å:
C -4.37206 -1.62385 0.14478
B -2.96759 -2.42562 0.45928
O -3.05359 -3.82924 0.78837
C -1.53175 -1.59094 0.37090
O -1.85008 -0.32424 -0.22237
C -0.71032 0.50758 -0.49181
C -1.23414 1.51602 -1.67002
C -0.11085 1.94111 -2.71341
O -0.34913 1.75787 -3.94105
F 1.12576 2.57337 -2.42976
C -0.06088 1.24466 0.75960
F 0.44953 0.32418 1.75761
F 1.14004 1.93827 0.33001
C -0.90125 2.37581 1.51685
F -0.85793 3.54684 0.70567
F -0.04533 2.72753 2.63825
C -2.29837 2.00138 2.16572
F -2.30994 0.59540 2.50553
F -2.34674 2.65129 3.45710
C -3.63581 2.47909 1.43259
F -3.83909 1.81041 0.16447
F -3.62783 3.87909 1.07874
C -4.97984 2.36727 2.36533
F -5.02254 3.62258 3.07508
F -4.90573 1.36283 3.35895
C -6.32589 2.12605 1.53097
F -6.39075 0.80340 0.95373
F -6.36512 3.11661 0.48255
C -7.69371 2.31041 2.36100
F -8.30651 3.54190 1.92294
F -7.52762 2.44657 3.76427
C -8.79818 1.17000 2.12937
F -9.23794 1.04036 0.78719
F -9.96081 1.59539 2.86527
F -8.45081 -0.09110 2.72430
N 0.42396 -0.26036 -1.16302
C 0.02514 -1.62944 -1.53006
N 0.28682 -2.20449 -2.71866
C 1.01282 -1.44812 -3.81454
C 2.57951 -1.93622 -3.71208
C 3.43695 -0.67561 -3.13078
O 3.14332 -2.24679 -5.00267
C -0.10693 -3.62001 -3.03159
F 0.39572 -4.04263 -4.31408
F 0.47729 -4.56069 -2.10464
C -1.70760 -3.74876 -3.13563
F -2.03186 -5.08241 -3.53833
F -2.08804 -2.91170 -4.25466
N -0.63376 -2.44260 -0.48309
P 0.61083 -3.06720 0.68833
O 0.05346 -4.67135 0.99810
Cl 2.53927 -3.06042 -0.17160
H -5.29181 -2.27868 0.35340
H -4.32477 -0.68128 0.81026
H -4.36974 -1.30737 -0.97099
H -3.05530 -3.94570 1.77229
H -1.14834 -1.56293 1.45311
H -1.98983 0.87130 -2.27049
H -1.85102 2.39182 -1.27309
H 1.21690 -0.39744 -0.50433
H 0.56454 -1.61354 -4.85203
H 1.04450 -0.32114 -3.64109
H 2.70250 -2.77223 -2.92621
H 4.30730 -1.03569 -2.46606
H 2.79963 0.01262 -2.45479
H 3.83953 -0.01647 -3.97549
H 3.08462 -3.22495 -5.09012
H -2.27897 -3.44082 -2.19947
H -0.71029 -4.86124 0.38440
C 3.09573 2.92314 7.52133
C 2.06461 4.02406 7.72804
C 0.73339 3.51302 8.28188
C -0.01535 2.52603 7.38170
C -0.34647 3.03806 5.97918
C -1.27070 4.24824 5.97901
H 2.76418 2.19411 6.77732
H 4.03762 3.35150 7.16753
H 3.29638 2.39484 8.45743
H 1.90793 4.56287 6.78842
H 2.47448 4.75386 8.43512
H 0.08912 4.37272 8.49443
H 0.91425 3.02812 9.24810
H -0.94783 2.24192 7.88350
H 0.56684 1.60309 7.28899
H -0.83391 2.23075 5.42208
H 0.57112 3.27795 5.43208
H -2.21095 4.02131 6.48999
H -1.50659 4.54124 4.95228
H -0.80958 5.10846 6.47041
C 5.06978 -1.82383 -11.07723
C 4.75686 -1.82073 -9.58732
C 3.30517 -2.18496 -9.27105
C 2.25132 -1.22451 -9.83027
C 2.39291 0.23326 -9.39047
C 2.25034 0.42746 -7.88708
H 4.48718 -1.07063 -11.61353
H 6.12779 -1.60075 -11.23981
H 4.85991 -2.80199 -11.51863
H 5.00967 -0.84549 -9.16004
H 5.41025 -2.54985 -9.09480
H 3.19099 -2.25778 -8.18361
H 3.09824 -3.18807 -9.66200
H 1.26095 -1.58902 -9.53239
H 2.26674 -1.26307 -10.92428
H 1.61733 0.82278 -9.89068
H 3.35176 0.64290 -9.72324
H 1.28227 0.05691 -7.53585
H 2.31606 1.48982 -7.63663
H 3.03950 -0.09168 -7.33647
C 4.19430 7.53246 -1.72263
C 3.40404 7.75156 -0.43990
C 3.06582 6.45286 0.29419
C 2.17450 5.47629 -0.47849
C 0.82321 6.03494 -0.92672
C -0.07356 6.45191 0.23157
H 3.62263 6.95759 -2.45577
H 4.44461 8.49397 -2.17908
H 5.12891 7.00207 -1.52011
H 2.49298 8.31611 -0.66067
H 3.99975 8.38107 0.23047
H 2.58981 6.70331 1.24828
H 3.99868 5.93759 0.55097
H 2.00143 4.59567 0.15211
H 2.71210 5.11117 -1.36002
H 0.30408 5.26261 -1.50594
H 0.96451 6.88293 -1.60401
H -0.25794 5.61118 0.90328
H -1.03885 6.80043 -0.14620
H 0.36758 7.26623 0.81152
C 1.29713 -8.64667 6.33378
C -0.10198 -8.85159 5.76948
C -0.12121 -9.05810 4.25387
C 0.39835 -7.87963 3.42510
C -0.32542 -6.55098 3.64734
C -1.79984 -6.59383 3.26805
H 1.76275 -7.73984 5.93924
H 1.25324 -8.54905 7.42192
H 1.94224 -9.49730 6.09752
H -0.73940 -8.00728 6.05000
H -0.54011 -9.73701 6.24333
H -1.14481 -9.29679 3.94564
H 0.47907 -9.94180 4.00897
H 0.32763 -8.14748 2.36408
H 1.46488 -7.73479 3.62584
H 0.16492 -5.78431 3.04060
H -0.22453 -6.22900 4.68877
H -1.92509 -6.87927 2.21900
H -2.25325 -5.60698 3.40619
H -2.35599 -7.30197 3.88682

Output
Charge: +1

=====

Record 3
A molecular structure, C43H74ClF6IN2O7P, computed with the ωB97M-V functional and the def2-TZVPD basis.

Positions of all 135 atoms, in Å:
C 2.15915 6.04208 0.18358
C 0.68430 5.77947 -0.17387
P 0.05255 4.28817 0.73020
C -1.60755 4.89866 1.24628
C -2.51434 5.37889 0.08932
C -0.49181 2.98668 -0.51890
C 0.62269 2.59273 -1.50048
C 0.67213 3.55900 -2.70105
C 2.01520 4.26094 -2.94130
C 3.06552 3.38851 -3.59542
F 4.08766 4.19160 -4.09512
N 0.34190 1.16806 -1.96697
C 1.12395 0.71512 -3.13673
C 0.52573 0.65720 -4.38528
C 1.32634 0.25079 -5.43460
C 2.65811 -0.07108 -5.18352
N 3.22292 -0.03702 -3.97839
C 2.45075 0.35062 -2.97264
C 0.39197 0.14148 -0.87053
C -0.03556 0.69021 0.49157
Cl 1.40244 1.25782 1.35387
I -0.73414 -1.06033 1.56027
C -1.08699 1.79435 0.31896
C -2.42740 1.24611 -0.22690
C -3.46515 0.99238 0.89608
C -4.50722 2.09903 1.04622
C -5.68197 1.96332 0.07768
F -6.82149 1.74031 0.77348
F -5.52524 0.93167 -0.78475
C -5.93672 3.21238 -0.77973
F -7.06289 3.11904 -1.44120
F -4.94788 3.34082 -1.66834
F -5.97740 4.30101 -0.04162
H 2.70770 6.50079 -0.63564
H 2.66148 5.10339 0.42839
H 2.23546 6.65376 1.07925
H 0.08272 6.61020 0.20070
H 0.52518 5.77352 -1.24871
H -2.11815 4.11031 1.79693
H -1.43013 5.73710 1.91741
H -3.13589 6.21966 0.38858
H -1.91896 5.72365 -0.75938
H -3.14953 4.57956 -0.28783
H -1.32602 3.40736 -1.08606
H 1.59423 2.60889 -1.00574
H -0.05760 4.34571 -2.52013
H 0.36773 3.08993 -3.63692
H 1.81968 5.09036 -3.62451
H 2.42587 4.68650 -2.02794
H 3.53603 2.73840 -2.85618
H 2.66501 2.80075 -4.42210
H -0.62906 1.19480 -2.28722
H -0.51014 0.94479 -4.52821
H 0.93374 0.18183 -6.43815
H 3.29396 -0.36849 -6.00720
H 2.90306 0.37842 -1.98714
H 1.37860 -0.30072 -0.78150
H -0.28250 -0.65549 -1.17469
H -1.29345 2.20047 1.31070
H -2.24626 0.28762 -0.72062
H -2.86166 1.93540 -0.95218
H -3.92540 0.01412 0.79275
H -2.91277 0.95618 1.83425
H -4.03228 3.07390 0.96437
H -4.94244 2.02291 2.04040
C 4.57943 3.62276 -9.39967
C 5.28118 2.81970 -8.32979
O 5.60649 1.67025 -8.51084
C 5.54826 3.52103 -7.01934
H 4.44410 3.00871 -10.28649
H 3.60486 3.95702 -9.03956
H 5.17214 4.50161 -9.65742
H 4.60722 3.83838 -6.56834
H 6.17178 4.40134 -7.18110
H 6.05755 2.84182 -6.33975
C -2.79981 3.89834 -4.13178
C -2.83837 3.56879 -5.60436
O -1.97171 2.87983 -6.09623
C -3.98330 4.12142 -6.40834
H -1.91544 3.42651 -3.70673
H -2.73811 4.97757 -3.98131
H -3.68842 3.51664 -3.63055
H -3.98232 5.21145 -6.36120
H -4.93087 3.75890 -6.00685
H -3.88722 3.80641 -7.44400
C 0.75163 -4.86916 1.74556
C -0.16624 -4.99940 2.93769
O -0.45614 -4.03156 3.61542
C -0.68416 -6.37582 3.23299
H 1.07264 -3.83462 1.62938
H 1.62525 -5.50789 1.88209
H 0.23414 -5.19415 0.84170
H 0.15081 -7.04772 3.41428
H -1.24881 -6.74826 2.37800
H -1.33313 -6.35186 4.10502
C 4.26077 -2.53604 3.07631
C 4.27672 -1.52206 1.96143
O 3.49996 -1.58823 1.03476
C 5.30179 -0.41985 2.05802
H 3.48042 -3.27057 2.89138
H 5.22607 -3.04098 3.13621
H 4.06938 -2.03993 4.02925
H 6.30649 -0.84393 2.07911
H 5.14912 0.15206 2.97469
H 5.21069 0.24231 1.19988
C 2.52433 -10.43866 1.40996
C 1.33580 -9.75152 2.03464
O 1.10254 -8.57987 1.83872
C 0.44818 -10.59446 2.91685
H 3.07950 -9.72891 0.80165
H 3.17781 -10.83620 2.18791
H 2.19017 -11.26681 0.78339
H 1.02489 -10.99792 3.75052
H 0.03757 -11.42826 2.34566
H -0.36801 -9.98880 3.30391
C -0.11557 -2.09122 8.65379
C 0.23893 -1.39097 7.36272
O 0.98534 -0.44018 7.34286
C -0.38166 -1.93974 6.10227
H 0.39160 -1.60648 9.48424
H -1.19399 -2.05009 8.81737
H 0.18892 -3.13818 8.60694
H -1.46999 -1.88995 6.16896
H -0.08568 -2.97795 5.95150
H -0.04764 -1.35127 5.25158
C -3.26170 -4.40740 6.22418
C -3.66969 -5.85978 6.15283
O -3.29678 -6.57081 5.24898
C -4.55627 -6.37828 7.25803
H -2.62156 -4.16601 5.37698
H -4.14776 -3.76982 6.20774
H -2.71669 -4.21924 7.15149
H -5.49128 -5.81652 7.28224
H -4.05844 -6.26288 8.22208
H -4.77341 -7.43000 7.08939

Output
Charge: +1

=====

Computed E_tot, in the same sequence as the records: -3507.423812 -5245.719713 -4017.262091 a.u..
Computed F_max, in the same sequence as the records: 1.06 6.02 1.07 eV/Å.